Computed, not measured: a cluster of 9 separate species, C26H54Br4N4O3S3 in total in a non-equilibrium geometry, with wB97M-V/def2-TZVPD.

```
! wB97M-V def2-TZVPD RIJCOSX def2/J DEFGRID3
* xyz 0 1
C -0.766 -14.227 6.442
C 0.686 -13.589 6.090
C 1.818 -13.617 7.119
C 2.031 -14.759 8.020
N 2.247 -15.701 8.672
H -1.342 -14.222 5.516
H -1.233 -13.673 7.257
H -0.735 -15.276 6.735
H 0.569 -12.563 5.742
H 1.179 -13.984 5.201
H 1.976 -12.723 7.723
H 2.728 -13.652 6.519
C 4.530 -3.859 8.667
C 5.790 -2.919 8.604
C 6.042 -2.291 7.172
C 4.982 -1.702 6.326
N 4.205 -1.155 5.669
H 3.730 -3.630 7.961
H 4.157 -3.991 9.682
H 4.833 -4.865 8.378
H 6.667 -3.558 8.708
H 5.839 -2.171 9.396
H 6.453 -3.094 6.560
H 6.822 -1.537 7.274
C -1.524 -13.168 12.901
C -0.344 -13.810 12.167
C 0.795 -12.865 11.764
C 1.441 -12.514 13.078
N 1.899 -12.273 14.099
H -1.935 -12.510 12.135
H -1.232 -12.657 13.818
H -2.340 -13.846 13.154
H -0.608 -14.412 11.298
H 0.118 -14.596 12.764
H 0.324 -12.062 11.197
H 1.619 -13.262 11.172
C 4.523 -8.673 9.300
C 3.600 -8.158 8.197
C 2.091 -8.323 8.510
C 1.738 -9.614 9.087
N 1.418 -10.652 9.456
H 4.324 -9.701 9.602
H 4.313 -8.106 10.207
H 5.592 -8.587 9.105
H 3.723 -8.714 7.268
H 3.768 -7.109 7.951
H 1.357 -8.192 7.715
H 1.840 -7.547 9.233
C 0.864 -5.208 10.235
S 1.099 -3.569 11.049
O 0.795 -2.531 9.974
C -0.401 -3.618 12.164
H 1.765 -5.557 9.730
H 0.011 -5.149 9.560
H 0.490 -5.905 10.985
H -0.801 -2.604 12.165
H -0.139 -3.813 13.204
H -1.080 -4.377 11.775
C 2.584 -9.211 14.592
S 1.934 -7.782 13.616
O 3.123 -7.335 12.775
C 0.661 -8.671 12.622
H 1.782 -9.711 15.136
H 3.307 -8.887 15.339
H 3.217 -9.851 13.978
H 0.228 -8.022 11.861
H -0.094 -8.896 13.375
H 1.238 -9.496 12.203
C 2.367 -4.840 5.406
S 0.606 -4.456 5.278
O -0.044 -5.476 6.198
C 0.785 -2.856 6.284
H 2.621 -4.986 6.455
H 2.970 -4.182 4.781
H 2.488 -5.810 4.924
H 1.683 -2.323 5.973
H 1.037 -3.019 7.331
H 0.026 -2.076 6.339
Br 5.863 -13.561 7.442
C 6.080 -11.839 6.570
C 6.046 -11.981 5.053
Br 6.049 -10.225 4.149
H 6.931 -11.355 7.049
H 5.194 -11.303 6.914
H 5.187 -12.556 4.707
H 6.881 -12.498 4.581
Br 5.562 -14.308 13.857
C 6.353 -12.857 12.687
C 5.390 -12.684 11.446
Br 6.302 -11.139 10.409
H 7.328 -13.194 12.334
H 6.353 -11.920 13.245
H 4.395 -12.300 11.669
H 5.410 -13.591 10.842
*
```

## Properties
LUMO in eV: 0.1100
Largest force on an atom in hartree/bohr: 0.0480
Gap between HOMO and LUMO in hartree: 0.334
Relative energy (zero: lowest compared OMol25 entry of this formula, charge and spin) in kJ/mol: 0.0

And the Mulliken charges, in e, turn out to be:
1. C -1.132
2. C -0.700
3. C 0.832
4. C 0.024
5. N -0.558
6. H 0.374
7. H 0.302
8. H 0.326
9. H 0.367
10. H 0.376
11. H -0.086
12. H -0.112
13. C -0.378
14. C -0.659
15. C -0.475
16. C 0.300
17. N -0.489
18. H -0.034
19. H 0.269
20. H 0.200
21. H 0.266
22. H 0.395
23. H 0.257
24. H 0.345
25. C -1.131
26. C -0.757
27. C 0.255
28. C 0.131
29. N -0.536
30. H 0.300
31. H 0.295
32. H 0.378
33. H 0.425
34. H 0.370
35. H 0.126
36. H 0.191
37. C -0.971
38. C 0.018
39. C 0.800
40. C -0.141
41. N -0.369
42. H 0.005
43. H 0.277
44. H 0.489
45. H 0.304
46. H -0.138
47. H 0.506
48. H -0.788
49. C -0.301
50. S 0.534
51. O -0.643
52. C -0.981
53. H -0.131
54. H 0.538
55. H -0.009
56. H 0.403
57. H 0.326
58. H 0.280
59. C -0.886
60. S 0.418
61. O -0.573
62. C -0.440
63. H 0.363
64. H 0.420
65. H 0.141
66. H 0.253
67. H 0.416
68. H -0.195
69. C -0.478
70. S 0.393
71. O -0.598
72. C -0.602
73. H -0.225
74. H 0.426
75. H 0.395
76. H 0.265
77. H 0.066
78. H 0.375
79. Br -0.156
80. C -0.213
81. C -0.547
82. Br -0.184
83. H 0.414
84. H -0.036
85. H 0.327
86. H 0.384
87. Br -0.200
88. C -0.672
89. C -0.486
90. Br -0.107
91. H 0.424
92. H 0.420
93. H 0.164
94. H 0.470



Computed, not measured: the ion C11H14NO3 with charge -1 in a non-equilibrium geometry, with wB97M-V/def2-TZVPD.

```
! wB97M-V def2-TZVPD RIJCOSX def2/J DEFGRID3
* xyz -1 1
C 1.325 2.269 -0.182
C 0.433 1.139 -0.930
C -0.801 1.819 -1.367
C 1.350 0.594 -1.930
C 0.052 0.089 0.017
C -0.593 -0.966 -0.403
C -0.985 -1.447 -1.797
O -0.292 -2.356 -2.290
O -1.974 -0.906 -2.332
N -1.074 -1.682 0.743
C -0.614 -2.877 1.394
O -0.579 -4.038 1.075
C -0.317 -2.207 2.738
C -0.880 -0.911 2.013
C 0.096 0.270 1.626
H 1.420 3.061 -0.917
H 1.074 2.760 0.720
H 2.401 1.942 -0.119
H -0.689 2.484 -2.152
H -1.151 2.331 -0.517
H -1.601 1.162 -1.753
H 1.510 1.273 -2.761
H 0.842 -0.260 -2.429
H 2.301 0.294 -1.639
H -0.837 -2.636 3.599
H 0.622 -2.192 3.156
H -1.795 -0.547 2.394
H 1.109 0.360 2.171
H -0.353 1.180 1.873
*
```

## Properties
LUMO in eV: 3.1732
Largest force on an atom in hartree/bohr: 0.0871
Gap between HOMO and LUMO in hartree: 0.276
Relative energy (zero: lowest compared OMol25 entry of this formula, charge and spin) in kJ/mol: 6.2
Structure (SMILES): CC(C)(C)C1=C(C(=O)[O-])N2C(=O)C[C@H]2C1

And the Mulliken charges, in e, turn out to be:
1. C -1.896
2. C 1.997
3. C -1.799
4. C -1.859
5. C 0.737
6. C -0.273
7. C 0.050
8. O -0.698
9. O -0.750
10. N -0.027
11. C 0.357
12. O -0.602
13. C -0.829
14. C 0.046
15. C -0.948
16. H 0.495
17. H 0.382
18. H 0.350
19. H 0.549
20. H 0.442
21. H 0.264
22. H 0.456
23. H 0.346
24. H 0.448
25. H 0.274
26. H 0.311
27. H 0.452
28. H 0.324
29. H 0.402



Computed, not measured: an isolated molecule of C3HIN2O in a non-equilibrium geometry, with wB97M-V/def2-TZVPD.

```
! wB97M-V def2-TZVPD RIJCOSX def2/J DEFGRID3
* xyz 0 1
H -1.007 0.320 -0.160
N -0.476 -0.561 0.072
C 0.707 -0.888 -0.077
C 1.303 -2.184 0.220
N 1.702 -3.229 0.142
C 1.825 0.004 -0.952
O 1.646 0.454 -1.999
I 3.670 0.246 0.151
*
```

## Properties
LUMO in eV: -0.8087
Largest force on an atom in hartree/bohr: 0.0768
Gap between HOMO and LUMO in hartree: 0.340
Relative energy (zero: lowest compared OMol25 entry of this formula, charge and spin) in kJ/mol: 23.5
Structure (SMILES): [H]/N=C(/C#N)C(=O)I

And the Mulliken charges, in e, turn out to be:
1. H 0.289
2. N -0.554
3. C 0.569
4. C 0.126
5. N -0.312
6. C 0.160
7. O -0.344
8. I 0.066



Computed, not measured: an isolated molecule of C2H7N3O2 in a non-equilibrium geometry, with wB97M-V/def2-TZVPD.

```
! wB97M-V def2-TZVPD RIJCOSX def2/J DEFGRID3
* xyz 0 1
N -1.837 0.409 0.087
C -0.606 0.105 -0.531
N -0.397 -1.259 -0.745
C 0.640 0.725 0.604
N 1.880 0.140 0.202
O 2.160 -0.840 0.862
O 2.424 0.567 -0.759
H -1.872 1.184 0.704
H -2.131 -0.285 0.714
H -0.503 0.641 -1.580
H -0.176 -1.789 0.079
H -0.406 -1.702 -1.678
H 0.509 1.823 0.497
H 0.316 0.282 1.547
*
```

## Properties
LUMO in eV: 0.5833
Largest force on an atom in hartree/bohr: 0.0768
Gap between HOMO and LUMO in hartree: 0.364
Relative energy (zero: lowest compared OMol25 entry of this formula, charge and spin) in kJ/mol: 495.6
Structure (SMILES): NC(N)C[N+](=O)[O-]

And the Mulliken charges, in e, turn out to be:
1. N -0.587
2. C 0.020
3. N -0.426
4. C -0.812
5. N 0.984
6. O -0.559
7. O -0.594
8. H 0.251
9. H 0.256
10. H 0.279
11. H 0.214
12. H 0.185
13. H 0.323
14. H 0.466



Computed, not measured: an isolated molecule of C4H7IO3S in a non-equilibrium geometry, with wB97M-V/def2-TZVPD.

```
! wB97M-V def2-TZVPD RIJCOSX def2/J DEFGRID3
* xyz 0 1
C 0.536 -0.455 -1.261
C 1.808 -0.448 -2.047
C -0.112 -0.482 1.863
C -2.300 1.050 0.130
O -0.066 -1.486 -1.051
O -0.296 2.244 1.263
O 0.284 0.791 -0.811
S -0.642 0.984 0.692
I -3.278 0.941 2.037
H 1.866 0.320 -2.934
H 2.443 0.028 -1.296
H 1.977 -1.453 -2.342
H -0.510 -1.375 1.375
H 1.019 -0.390 1.841
H -0.420 -0.377 2.912
H -2.310 0.109 -0.372
*
```

## Properties
LUMO in eV: -0.1214
Largest force on an atom in hartree/bohr: 0.0590
Gap between HOMO and LUMO in hartree: 0.304
Relative energy (zero: lowest compared OMol25 entry of this formula, charge and spin) in kJ/mol: 220.9

And the Mulliken charges, in e, turn out to be:
1. C 0.809
2. C -1.010
3. C -0.933
4. C -0.617
5. O -0.514
6. O -0.597
7. O -0.348
8. S 0.907
9. I 0.021
10. H 0.287
11. H 0.267
12. H 0.335
13. H 0.367
14. H 0.346
15. H 0.367
16. H 0.315



Computed, not measured: an isolated molecule of C43H51N3O11 in a non-equilibrium geometry, with wB97M-V/def2-TZVPD.

```
! wB97M-V def2-TZVPD RIJCOSX def2/J DEFGRID3
* xyz 0 1
C -6.836 -0.073 0.380
H -6.615 -0.488 1.370
O -5.793 0.764 -0.053
C -4.564 0.073 -0.196
C -4.518 -0.806 -1.419
C -4.325 -2.116 -1.371
O -4.344 -2.823 -0.191
C -3.190 -3.519 0.174
C -3.531 -4.336 1.418
H -4.344 -5.018 1.185
H -3.841 -3.652 2.203
H -2.657 -4.896 1.739
O -2.742 -4.381 -0.882
C -1.426 -4.141 -1.095
C -0.895 -3.173 -0.243
C 0.462 -2.812 -0.326
C 1.103 -2.009 0.637
N 0.678 -1.631 1.865
C 1.639 -0.890 2.361
C 1.711 -0.241 3.606
C 2.829 0.467 3.947
C 3.927 0.491 3.045
C 3.861 -0.136 1.843
N 2.724 -0.771 1.475
C 2.382 -1.491 0.366
C 3.039 -1.711 -0.862
C 2.517 -2.696 -1.688
C 1.232 -3.287 -1.416
C 0.647 -4.279 -2.267
C -0.662 -4.740 -2.087
C -1.217 -5.799 -2.988
H -2.273 -5.941 -2.782
H -1.077 -5.516 -4.030
H -0.689 -6.739 -2.831
O 1.320 -4.829 -3.284
H 2.183 -4.376 -3.371
O 3.154 -3.074 -2.827
H 4.117 -2.793 -2.780
N 4.058 -0.791 -1.207
C 5.105 -0.928 -2.039
O 5.458 -2.022 -2.493
C 5.827 0.316 -2.415
C 5.710 1.516 -1.836
C 5.022 1.905 -0.596
C 3.898 2.588 -0.406
C 2.882 3.064 -1.402
C 3.299 2.889 -2.861
H 3.377 1.835 -3.109
H 4.251 3.376 -3.048
H 2.552 3.340 -3.510
H 2.719 4.131 -1.226
C 1.543 2.312 -1.172
O 1.860 0.943 -1.254
H 1.127 0.454 -0.842
H 0.876 2.582 -2.011
C 0.776 2.649 0.134
C 0.532 4.151 0.246
H -0.016 4.395 1.149
H -0.035 4.506 -0.612
H 1.474 4.692 0.285
H 1.367 2.298 0.986
C -0.555 1.840 0.133
O -0.203 0.478 0.282
H -0.918 -0.064 0.664
C -1.585 2.277 1.189
C -1.023 2.129 2.604
H -0.197 2.813 2.779
H -1.801 2.337 3.335
H -0.670 1.111 2.752
H -1.855 3.319 1.000
C -2.906 1.473 1.115
H -2.805 0.551 1.700
C -3.402 1.094 -0.294
C -3.815 2.320 -1.105
H -4.621 2.837 -0.596
H -2.978 3.003 -1.226
H -4.166 2.019 -2.088
H -2.591 0.564 -0.801
O -3.899 2.293 1.746
C -4.797 1.716 2.543
O -4.769 0.570 2.904
C -5.854 2.715 2.945
H -6.329 2.400 3.869
H -6.600 2.744 2.153
H -5.418 3.704 3.050
H -1.006 1.988 -0.863
H 3.628 2.817 0.618
H 5.610 1.665 0.286
H 6.298 2.321 -2.267
C 6.719 0.119 -3.606
H 7.384 -0.723 -3.426
H 6.121 -0.127 -4.483
H 7.306 1.009 -3.815
H 3.786 0.159 -0.958
H 4.691 -0.180 1.157
H 4.832 1.002 3.331
C 2.943 1.188 5.252
H 3.148 2.245 5.085
H 2.026 1.096 5.827
H 3.766 0.780 5.838
H 0.864 -0.329 4.267
C -1.987 -2.588 0.477
O -2.074 -1.544 1.093
H -4.193 -2.719 -2.265
H -4.610 -0.320 -2.377
H -4.409 -0.568 0.683
H -7.002 -0.899 -0.320
H -7.730 0.547 0.431
*
```

## Properties
LUMO in eV: -0.0450
Largest force on an atom in hartree/bohr: 0.0248
Gap between HOMO and LUMO in hartree: 0.261
Relative energy (zero: lowest compared OMol25 entry of this formula, charge and spin) in kJ/mol: 0.0

Atom charges from the Mulliken analysis, given in e for atoms 1 to 99:
1. C -0.861
2. H 0.259
3. O -0.502
4. C 0.123
5. C -0.518
6. C -0.633
7. O -0.402
8. C 1.000
9. C -1.809
10. H 0.395
11. H 0.404
12. H 0.399
13. O -0.605
14. C 0.590
15. C -0.607
16. C 0.931
17. C -0.036
18. N -0.532
19. C 0.279
20. C -0.842
21. C 1.310
22. C -1.060
23. C -0.388
24. N 0.172
25. C -0.598
26. C 0.237
27. C 1.155
28. C -0.456
29. C 0.761
30. C 0.249
31. C -1.678
32. H 0.391
33. H 0.343
34. H 0.323
35. O -0.693
36. H 0.260
37. O -0.892
38. H 0.389
39. N 0.533
40. C 0.873
41. O -0.851
42. C 1.277
43. C -0.834
44. C -0.895
45. C -0.435
46. C 0.545
47. C -2.063
48. H 0.252
49. H 0.505
50. H 0.517
51. H 0.613
52. C -0.423
53. O -0.357
54. H 0.007
55. H 0.322
56. C 1.165
57. C -2.310
58. H 0.481
59. H 0.334
60. H 0.556
61. H -0.183
62. C -0.227
63. O 0.859
64. H -0.349
65. C 0.364
66. C -2.016
67. H 0.340
68. H 0.573
69. H 0.266
70. H 0.828
71. C -1.290
72. H 1.339
73. C 0.388
74. C -1.882
75. H 0.306
76. H 0.409
77. H 0.455
78. H 0.461
79. O -0.411
80. C 0.990
81. O -0.563
82. C -1.374
83. H 0.393
84. H 0.267
85. H 0.308
86. H -0.004
87. H 0.203
88. H 0.681
89. H 0.320
90. C -1.840
91. H 0.355
92. H 0.302
93. H 0.412
94. H -0.564
95. H 0.788
96. H 0.477
97. C -1.761
98. H 0.363
99. H 0.357